Run w
Entry from OMol25: an isolated molecule of C4H6Br2O2 (ωB97M-V/def2-TZVPD).

The geometry in ORCA input format:
```
! RIJCOSX wB97M-V def2-TZVPD def2/J DEFGRID3
* xyz 0 1
C -1.228 -1.763 -0.203
C -0.610 -0.804 0.447
C 1.522 0.440 0.021
C -0.195 0.595 0.076
O -0.577 1.498 0.998
O -0.643 0.943 -1.198
Br 0.111 -1.316 2.290
Br 2.124 2.033 -0.871
H -1.463 -2.751 0.217
H -1.662 -1.440 -1.123
H 1.832 -0.559 -0.387
H 2.139 0.420 0.971
H -1.354 1.880 0.606
H 0.005 0.825 -1.844
*
```

Properties
LUMO level: 0.6 eV
Orbital gap: 10.387 eV
SMILES: C=C(Br)C(O)(O)CBr

natural (NBO) atomic charge list, values in e, 6 entries: C -0.4322; C -0.0094; C -0.5352; C 0.4596; O -0.6793; O -0.7159



Run x
Entry from OMol25: C4H6Br2O2 as an isolated structure (ωB97M-V/def2-TZVPD).

The geometry in ORCA input format:
```
! RIJCOSX wB97M-V def2-TZVPD def2/J DEFGRID3
* xyz 0 1
C 1.619 -0.382 1.223
C 1.179 -0.579 0.000
C -1.694 -0.562 -0.197
C 0.210 0.474 -0.525
O 0.231 0.686 -1.871
O 0.070 1.567 0.185
Br 1.623 -2.081 -1.108
Br -2.235 0.297 1.399
H 2.448 -1.043 1.436
H 1.123 0.369 1.825
H -1.389 -1.549 -0.212
H -2.230 -0.129 -1.209
H -0.294 1.510 -1.882
H -0.661 1.423 0.937
*
```

Properties
LUMO level: 0.6 eV
Orbital gap: 8.912 eV

natural (NBO) atomic charge list, values in e, 6 entries: C -0.4167; C -0.1409; C -0.6481; C 0.6150; O -0.6739; O -0.7426



Most stable: run w (next structure +0.0653 hartree)



Run w
Entry from OMol25: an isolated molecule of C4H8S2 (ωB97M-V/def2-TZVPD).

The geometry in ORCA input format:
```
! RIJCOSX wB97M-V def2-TZVPD def2/J DEFGRID3
* xyz 0 1
C -1.457 0.196 0.931
C -1.065 0.070 -0.534
C 0.401 -0.401 -0.591
C 1.429 0.530 -0.063
H -1.324 -0.688 1.504
H -0.877 0.977 1.491
H -2.636 0.328 0.999
H -1.235 0.984 -1.082
H -1.616 -0.731 -1.006
H 0.474 -1.385 -0.134
H 0.730 -0.559 -1.691
H 2.924 -1.388 -0.038
S 3.111 -0.067 0.285
S 1.141 2.133 -0.070
*
```

Properties
LUMO level: -0.2 eV
Orbital gap: 8.513 eV
SMILES: CCCC(=S)S

natural (NBO) atomic charge list, values in e, 6 entries: C -0.6191; C -0.4011; C -0.5018; C -0.2323; H 0.2015; H 0.2234



Run x
Entry from OMol25: C4H8S2 as an isolated structure (ωB97M-V/def2-TZVPD).

The geometry in ORCA input format:
```
! RIJCOSX wB97M-V def2-TZVPD def2/J DEFGRID3
* xyz 0 1
C 1.980 -0.105 -0.250
C 0.304 -0.141 -0.504
C -0.543 -0.322 0.802
C -1.947 0.007 0.305
H 2.664 0.455 -1.284
H 2.414 -1.267 -0.309
H 2.114 0.343 0.839
H 0.074 -1.094 -1.197
H 0.050 0.639 -1.157
H -0.269 -1.453 1.262
H -0.186 0.228 1.799
H -1.309 2.370 0.140
S -2.302 1.519 -0.167
S -3.045 -1.181 -0.278
*
```

Properties
LUMO level: -0.4 eV
Orbital gap: 8.192 eV

natural (NBO) atomic charge list, values in e, 6 entries: C -0.6445; C -0.4069; C -0.5063; C -0.3072; H 0.2265; H 0.2202



Run y
Entry from OMol25: an isolated molecule of C4H8S2 (ωB97M-V/def2-TZVPD).

The geometry in ORCA input format:
```
! RIJCOSX wB97M-V def2-TZVPD def2/J DEFGRID3
* xyz 0 1
C 0.839 1.847 1.903
C -0.167 0.040 0.133
C 0.362 0.243 -1.185
C -0.992 -1.241 -0.178
H 0.732 2.567 1.068
H 1.709 2.090 2.477
H 0.056 2.058 2.619
H -0.843 0.824 0.229
H 1.204 -0.447 -1.540
H 0.513 1.305 -1.567
H -2.031 -1.160 0.283
H -0.374 -2.162 -0.032
S 0.971 0.117 1.565
S -1.047 -0.768 -2.038
*
```

Properties
LUMO level: 0.7 eV
Orbital gap: 9.410 eV
SMILES: CSC1CSC1

natural (NBO) atomic charge list, values in e, 6 entries: C -0.7714; C -0.3971; C -0.4445; C -0.4611; H 0.2235; H 0.2323



Most stable: run w (next structure +0.0267 hartree)



Run w
Entry from OMol25: an isolated molecule of C4H8S2 (ωB97M-V/def2-TZVPD).

The geometry in ORCA input format:
```
! RIJCOSX wB97M-V def2-TZVPD def2/J DEFGRID3
* xyz 0 1
C -2.399 0.126 0.260
C 0.146 -0.238 0.356
C 0.731 0.948 -0.403
C 1.391 -0.415 -0.586
H -3.406 -0.271 0.066
H -2.396 1.030 -0.328
H -2.189 0.418 1.409
H 0.320 -0.448 1.425
H 0.206 1.355 -1.283
H 1.375 1.708 0.049
H 1.180 -0.994 -1.519
H 3.166 -1.602 0.778
S -1.263 -1.126 -0.294
S 3.138 -0.492 0.070
*
```

Properties
LUMO level: 0.9 eV
Orbital gap: 9.692 eV
SMILES: CS[C@@H]1C[C@H]1S

natural (NBO) atomic charge list, values in e, 6 entries: C -0.7653; C -0.3941; C -0.4305; C -0.3398; H 0.2281; H 0.2128



Run x
Entry from OMol25: a 2-piece molecular cluster, C4H8S2 overall (ωB97M-V/def2-TZVPD).

The geometry in ORCA input format:
```
! RIJCOSX wB97M-V def2-TZVPD def2/J DEFGRID3
* xyz 0 1
C -1.125 -0.260 -1.269
C -1.212 0.165 0.095
C -0.627 -1.009 -0.014
C -1.632 1.297 0.895
S 3.363 -0.639 -0.300
S -0.185 -2.601 0.404
H -2.000 -0.727 -1.667
H -0.373 0.160 -2.096
H 2.817 -0.876 -1.472
H -2.489 0.947 1.489
H -1.775 2.120 0.135
H -0.698 1.398 1.483
H 4.022 -1.790 -0.433
H -0.190 -2.267 1.676
*
```

Properties
LUMO level: 0.7 eV
Orbital gap: 8.672 eV
SMILES: CC1=C(S)C1.S

natural (NBO) atomic charge list, values in e, 6 entries: C -0.4031; C -0.0084; C -0.1983; C -0.6655; S -0.2772; S 0.1084



Run y
Entry from OMol25: an isolated molecule of C4H8S2 (ωB97M-V/def2-TZVPD).

The geometry in ORCA input format:
```
! RIJCOSX wB97M-V def2-TZVPD def2/J DEFGRID3
* xyz 0 1
C 1.070 0.100 -0.089
C 0.627 -0.972 -1.034
C -1.267 -0.335 0.893
C -0.196 0.729 0.761
S 2.626 0.356 0.382
S -0.618 2.128 -0.341
H 1.554 -1.307 -1.636
H 0.006 -0.590 -1.868
H 0.224 -1.722 -0.512
H -2.042 -0.112 1.675
H -1.909 -0.296 0.085
H -0.872 -1.281 1.160
H 0.263 1.256 1.592
H 0.534 2.048 -1.071
*
```

Properties
LUMO level: -0.3 eV
Orbital gap: 8.449 eV
SMILES: CC(=S)[C@H](C)S

natural (NBO) atomic charge list, values in e, 6 entries: C -0.0369; C -0.7212; C -0.6390; C -0.3927; S 0.0507; S -0.0356



Most stable: run w (next structure +0.0021 hartree)



Run w
Entry from OMol25: a 8-piece molecular cluster, C6H28O8 overall (ωB97M-V/def2-TZVPD).

The geometry in ORCA input format:
```
! RIJCOSX wB97M-V def2-TZVPD def2/J DEFGRID3
* xyz 0 1
O 3.596 0.885 -2.388
H 2.920 0.478 -1.822
H 4.399 0.884 -1.857
O 4.985 -0.550 3.768
H 4.550 -1.080 3.080
H 4.265 -0.177 4.285
O 2.080 -3.232 -0.308
H 1.396 -3.816 -0.661
H 2.871 -3.428 -0.831
O 3.564 -2.497 2.043
H 3.416 -3.275 2.593
H 2.915 -2.572 1.322
O 0.458 2.378 4.499
H 0.739 2.701 3.635
H 0.968 1.573 4.638
O 0.011 0.922 -3.225
H 0.617 0.707 -2.497
H -0.341 0.070 -3.498
C -0.307 -0.617 0.722
C 0.734 0.233 0.021
C 1.804 0.738 0.996
O 1.332 -0.526 -1.049
H -0.859 -0.017 1.455
H 0.110 -1.431 1.319
H -1.085 -0.974 0.046
H 0.294 1.128 -0.424
H 2.260 -0.116 1.507
H 1.412 1.474 1.692
H 2.638 1.163 0.433
H 1.431 -1.430 -0.695
C -5.285 1.730 -1.066
C -4.422 0.841 -1.988
C -3.194 0.284 -1.336
O -5.220 -0.232 -2.490
H -4.721 2.630 -0.811
H -5.528 1.187 -0.152
H -6.196 2.006 -1.593
H -4.123 1.503 -2.814
H -2.809 -0.559 -1.910
H -3.521 -0.080 -0.350
H -2.379 0.965 -1.100
H -5.774 0.128 -3.187
*
```

Properties
LUMO level: -0.3 eV
Orbital gap: 9.947 eV
SMILES: CC(C)O.CC(C)O.O.O.O.O.O.O

natural (NBO) atomic charge list, values in e, 6 entries: O -0.9529; H 0.4822; H 0.4625; O -0.9567; H 0.4915; H 0.4587



Run x
Entry from OMol25: a 9-piece molecular cluster, C6H28O8 overall (ωB97M-V/def2-TZVPD).

The geometry in ORCA input format:
```
! RIJCOSX wB97M-V def2-TZVPD def2/J DEFGRID3
* xyz 0 1
C 0.652 -0.192 -0.670
C 0.602 0.987 0.251
C -0.274 0.548 1.444
C -1.515 1.027 1.657
C -2.428 0.439 2.712
C 0.394 -0.506 2.301
H 1.508 -0.810 -0.290
H -0.251 -0.826 -0.515
H 0.922 -0.047 -1.748
H -0.205 1.770 -0.065
H 1.521 1.564 0.295
H -1.790 1.809 0.896
H -2.277 -0.625 2.938
H -3.450 0.705 2.547
H -1.956 0.860 3.624
H 0.660 -0.246 3.306
H -0.123 -1.485 2.295
H 1.430 -0.699 1.912
H -3.946 0.038 -0.485
H -2.392 -0.293 -0.778
O -3.100 0.348 -0.789
H -1.783 -3.273 -2.536
H -0.479 -2.749 -1.550
O -1.396 -2.796 -1.814
H -1.901 3.244 -2.262
H -2.813 2.273 -1.544
O -2.561 3.202 -1.574
H 2.034 3.473 -2.582
H 1.790 2.044 -3.094
O 2.451 2.613 -2.695
H 4.638 1.133 0.386
H 3.729 2.244 -0.631
O 3.838 1.728 0.257
H -2.559 -2.344 -0.320
H -2.632 -2.467 1.187
O -3.032 -1.991 0.458
H 3.371 0.059 -0.885
H 3.773 -1.194 -0.040
O 3.750 -0.823 -0.924
H 1.909 -3.158 0.580
H 2.220 -2.491 -0.889
O 1.670 -3.091 -0.366
*
```

Properties
LUMO level: 0.2 eV
Orbital gap: 8.619 eV
SMILES: C/C=C(\C)CC.O.O.O.O.O.O.O.O

natural (NBO) atomic charge list, values in e, 6 entries: C -0.6258; C -0.4620; C -0.0009; C -0.1801; C -0.6513; C -0.6648



Most stable: run w (next structure +0.0744 hartree)



Run w
Entry from OMol25: a 2-piece molecular cluster, CH2IOP overall (ωB97M-V/def2-TZVPD).

The geometry in ORCA input format:
```
! RIJCOSX wB97M-V def2-TZVPD def2/J DEFGRID3
* xyz 0 1
C -2.271 -0.230 0.438
O 1.848 0.597 -0.773
P -1.593 -1.490 -0.145
I 3.619 0.359 0.069
H -2.675 0.723 0.783
H 1.072 0.040 -0.372
*
```

Properties
LUMO level: -0.7 eV
Orbital gap: 8.701 eV
SMILES: C#P.OI

Partial charges, natural (NBO), in e: C -0.7449; O -0.9216; P 0.5156; I 0.4214; H 0.2320; H 0.4975



Run x
Entry from OMol25: an isolated molecule of CH2IOP (ωB97M-V/def2-TZVPD).

The geometry in ORCA input format:
```
! RIJCOSX wB97M-V def2-TZVPD def2/J DEFGRID3
* xyz 0 1
C 0.356 0.040 0.019
O 2.627 2.426 -0.818
P 2.767 1.128 -0.206
I 1.387 -0.673 -1.732
H -0.473 0.654 -0.285
H 0.124 -0.782 0.676
*
```

Properties
LUMO level (alpha / beta): -0.5 / -0.5 eV
Orbital gap (alpha / beta): 7.980 / 7.982 eV

Partial charges, natural (NBO), in e: C -0.8288; O -1.0211; P 1.2720; I 0.1872; H 0.1962; H 0.1947



Run y
Entry from OMol25: an isolated molecule of CH2IOP (ωB97M-V/def2-TZVPD).

The geometry in ORCA input format:
```
! RIJCOSX wB97M-V def2-TZVPD def2/J DEFGRID3
* xyz 0 1
C -0.230 1.095 1.339
O -0.408 0.175 -1.699
P 0.051 -0.176 -0.017
I 1.838 1.438 0.579
H 0.108 -0.399 -2.152
H 0.133 0.384 2.110
*
```

Properties
LUMO level: -0.6 eV
Orbital gap: 8.222 eV

Partial charges, natural (NBO), in e: C -0.8198; O -0.9436; P 0.9116; I 0.2140; H 0.4726; H 0.1652



Most stable: run x (next structure +0.0391 hartree)



Run w
Entry from OMol25: an isolated ion of composition CH3O3S2 and charge -1 (ωB97M-V/def2-TZVPD).

The geometry in ORCA input format:
```
! RIJCOSX wB97M-V def2-TZVPD def2/J DEFGRID3
* xyz -1 1
C 1.098 0.732 0.296
O -1.269 -2.265 0.716
O -1.844 -0.256 -0.759
O 0.183 -0.313 0.904
S 0.755 0.843 -1.435
S -0.645 -1.337 -0.197
H 0.744 1.629 0.803
H 2.089 0.572 0.568
H -1.110 0.395 -0.896
*
```

Properties
LUMO level: 3.9 eV
Orbital gap: 7.392 eV

natural (NBO) atomic charge list, values in e, 6 entries: C -0.2148; O -0.9682; O -0.9405; O -0.7677; S -0.5885; S 1.6924



Run x
Entry from OMol25: an isolated ion of composition CH3O3S2 and charge -1 (ωB97M-V/def2-TZVPD).

The geometry in ORCA input format:
```
! RIJCOSX wB97M-V def2-TZVPD def2/J DEFGRID3
* xyz -1 1
C -0.085 0.221 -0.280
O 1.962 1.144 1.332
O 1.920 1.880 -1.007
O 4.269 -1.296 0.700
S 4.098 -0.175 -0.357
S 1.857 0.783 -0.083
H -0.209 -0.867 -0.437
H -0.447 0.796 -1.170
H -0.409 0.545 0.628
*
```

Properties
LUMO level: 3.3 eV
Orbital gap: 6.535 eV
SMILES: CS(=O)(=O)S[O-]

natural (NBO) atomic charge list, values in e, 6 entries: C -0.7926; O -1.0030; O -1.0224; O -0.9234; S 0.4197; S 1.6991



Run y
Entry from OMol25: an isolated ion of composition CH3O3S2 and charge -1 (ωB97M-V/def2-TZVPD).

The geometry in ORCA input format:
```
! RIJCOSX wB97M-V def2-TZVPD def2/J DEFGRID3
* xyz -1 1
C -0.098 -0.010 -0.101
O -1.743 2.020 0.263
O -0.320 2.199 -1.700
O 0.387 3.708 1.992
S 0.765 3.623 0.534
S -0.418 1.927 -0.275
H -0.308 -0.460 0.842
H 0.871 -0.237 -0.484
H -0.777 -0.388 -0.839
*
```

Properties
LUMO level: 3.7 eV
Orbital gap: 6.615 eV
SMILES: CS(=O)(=O)S[O-]

natural (NBO) atomic charge list, values in e, 6 entries: C -0.8125; O -0.9966; O -1.0161; O -1.0039; S 0.4229; S 1.7833



Most stable: run w (next structure +0.0224 hartree)



Run w
Entry from OMol25: an isolated molecule of C3H2N2O (ωB97M-V/def2-TZVPD).

The geometry in ORCA input format:
```
! RIJCOSX wB97M-V def2-TZVPD def2/J DEFGRID3
* xyz 0 1
C 0.373 0.802 0.228
C 0.959 -0.311 -0.586
C -1.114 0.186 0.411
H 2.025 -0.437 -1.068
H -2.159 0.335 0.967
N 0.139 -1.267 -0.610
N -1.191 -1.001 -0.099
O 0.968 1.693 0.757
*
```

Properties
LUMO level: -1.6 eV
Orbital gap: 8.579 eV
SMILES: O=C1C=NN=C1

natural (NBO) atomic charge list, values in e, 6 entries: C 0.4876; C -0.0617; C -0.0453; H 0.2434; H 0.2485; N -0.2231



Run x
Entry from OMol25: an isolated molecule of C3H2N2O (ωB97M-V/def2-TZVPD).

The geometry in ORCA input format:
```
! RIJCOSX wB97M-V def2-TZVPD def2/J DEFGRID3
* xyz 0 1
C 0.722 -0.090 0.282
C -0.504 0.419 1.011
C 0.201 -0.429 -1.092
H -0.484 0.624 2.086
H 0.726 -1.059 -1.899
N -1.493 0.545 0.196
N -1.060 -0.129 -1.100
O 1.890 -0.234 0.617
*
```

Properties
LUMO level: -1.8 eV
Orbital gap: 8.706 eV
SMILES: O=C1C=NN=C1

natural (NBO) atomic charge list, values in e, 6 entries: C 0.4493; C -0.0379; C -0.0564; H 0.2279; H 0.2443; N -0.1833



Most stable: run x (next structure +0.0229 hartree)